Entry 1:
Here is a molecular structure, C10H13N2O5PdS in a non-equilibrium geometry from OMol25. Energies are from ωB97M-V/def2-TZVPD.

Structure (XYZ):
```
32
Properties=species:S:1:pos:R:3:forces:R:3:lowdin_spin:R:1
O 0.318 1.599 -2.347 1.55 -1.37 4.58 0.05
C 0.650 1.299 -1.277 -4.24 2.80 -10.28 0.16
Pd 1.262 1.042 0.340 1.23 -3.13 4.92 0.96
C 0.449 2.320 1.609 -3.30 3.61 3.91 0.13
O -0.057 2.976 2.410 2.19 -2.58 -3.34 0.03
C -0.961 -2.166 0.598 -0.23 -0.12 2.98 0.27
O -1.687 -2.717 1.442 1.57 0.92 -2.05 0.37
C 3.208 1.362 0.453 7.53 1.31 0.63 0.08
O 4.345 1.510 0.561 -4.57 -0.56 -0.53 0.04
C -1.195 -1.899 -0.772 0.11 0.05 1.35 0.41
O -0.705 -1.109 -1.563 -0.07 -0.47 -0.23 0.81
H -1.925 -2.678 -0.658 -2.03 -0.92 -2.55 0.08
C 2.212 1.141 5.022 0.14 -0.04 -0.11 0.00
C 1.550 -0.215 4.866 0.19 -0.06 1.11 0.00
N 1.687 -0.708 3.489 -0.63 -0.07 -1.70 0.01
C 0.800 -1.502 2.878 -0.48 -0.39 2.20 0.03
S 0.719 -1.456 1.114 0.26 0.76 -0.21 0.43
N -0.006 -2.327 3.540 0.65 0.06 -1.70 0.09
C 0.259 -3.005 4.821 0.40 -0.05 0.70 0.02
C -0.899 -2.819 5.777 -0.47 0.08 0.21 0.01
H 3.293 1.078 4.860 -0.14 0.03 0.06 0.00
H 2.044 1.494 6.043 0.07 0.00 -0.18 0.00
H 1.782 1.878 4.335 0.01 -0.02 0.13 0.00
H 2.024 -0.944 5.537 -0.05 0.34 -0.10 0.00
H 0.485 -0.166 5.136 0.16 -0.11 -0.28 0.00
H 2.316 -0.190 2.875 0.10 -0.26 0.47 0.00
H -0.754 -2.746 2.965 0.15 0.20 0.42 0.00
H 0.393 -4.073 4.597 -0.01 0.22 -0.16 0.01
H 1.200 -2.637 5.237 -0.24 -0.17 -0.21 0.00
H -1.792 -3.343 5.420 0.13 0.11 0.10 0.00
H -0.632 -3.233 6.753 -0.03 0.00 -0.16 0.00
H -1.147 -1.760 5.908 0.07 -0.18 0.03 0.00
```
Forces are in eV/Å.

Summary:
spin multiplicity	5
maximum force	11.47	eV/A
HOMO level (spin up / spin down)	-0.7390 / -0.7589	Ha
net charge	+3
Kohn-Sham gap (spin up / spin down)	8.07 / 4.06	eV

=====

Entry 2:
Here is a molecular structure, C10H13N3 in a non-equilibrium geometry from OMol25. Energies are from ωB97M-V/def2-TZVPD.

Structure (XYZ):
```
26
Properties=species:S:1:pos:R:3:forces:R:3:mulliken_charge:R:1
C -3.838 0.632 -0.246 0.43 -1.06 2.26 -0.87
C -3.130 -1.699 0.054 -0.50 0.58 0.23 -0.78
C -1.265 0.175 0.057 -0.01 -3.51 1.52 0.24
C 0.935 -0.531 0.226 0.42 -0.13 1.71 0.51
C 1.825 -1.563 0.015 3.07 -1.28 -2.52 -0.60
C 3.234 -1.337 -0.478 1.56 1.24 2.88 -0.25
C 3.896 0.020 -0.172 -5.06 -1.09 -1.40 -0.71
C 2.735 0.979 0.222 6.49 1.27 -1.07 -0.45
C 1.456 0.822 0.280 -5.77 -3.11 -1.71 0.54
C 0.310 1.839 0.106 3.61 6.30 3.03 -0.52
H -4.368 0.608 -1.521 1.86 0.89 4.41 0.29
H -3.344 1.463 0.571 -2.20 -0.87 -3.30 0.33
H -4.783 0.115 0.626 3.05 1.38 -3.16 0.24
H -3.950 -1.907 -1.117 2.52 0.41 4.20 0.23
H -3.822 -1.696 1.313 1.94 0.01 -4.31 0.23
H -2.277 -2.457 0.204 -1.48 1.19 -0.67 0.34
H 1.590 -2.664 -0.126 -0.47 1.67 0.65 0.26
H 3.870 -2.366 -0.658 -1.59 3.03 0.06 0.24
H 4.819 0.539 -0.664 -1.64 -1.53 1.40 0.29
H 2.923 2.035 0.414 1.14 0.13 -0.43 0.31
H 0.232 2.508 1.228 -0.28 -2.17 -2.47 0.19
H 0.555 2.821 -0.526 0.46 -2.31 0.99 0.29
H -1.515 2.350 -0.412 0.34 -2.92 -0.26 0.36
N -2.539 -0.273 -0.217 -4.12 -1.43 0.80 0.10
N -0.378 -0.798 0.686 -2.78 3.88 -3.86 -0.58
N -0.921 1.446 -0.430 -0.99 -0.59 1.03 -0.23
```
Forces are in eV/Å.

Summary:
maximum force	7.87	eV/A
HOMO level	-0.2715	Ha
Kohn-Sham gap	7.54	eV

=====

What did the second record say?
Here is a molecular structure, C10H13N3 in a non-equilibrium geometry from OMol25. Energies are from ωB97M-V/def2-TZVPD.

Structure (XYZ):
```
26
Properties=species:S:1:pos:R:3:forces:R:3:mulliken_charge:R:1
C -3.838 0.632 -0.246 0.43 -1.06 2.26 -0.87
C -3.130 -1.699 0.054 -0.50 0.58 0.23 -0.78
C -1.265 0.175 0.057 -0.01 -3.51 1.52 0.24
C 0.935 -0.531 0.226 0.42 -0.13 1.71 0.51
C 1.825 -1.563 0.015 3.07 -1.28 -2.52 -0.60
C 3.234 -1.337 -0.478 1.56 1.24 2.88 -0.25
C 3.896 0.020 -0.172 -5.06 -1.09 -1.40 -0.71
C 2.735 0.979 0.222 6.49 1.27 -1.07 -0.45
C 1.456 0.822 0.280 -5.77 -3.11 -1.71 0.54
C 0.310 1.839 0.106 3.61 6.30 3.03 -0.52
H -4.368 0.608 -1.521 1.86 0.89 4.41 0.29
H -3.344 1.463 0.571 -2.20 -0.87 -3.30 0.33
H -4.783 0.115 0.626 3.05 1.38 -3.16 0.24
H -3.950 -1.907 -1.117 2.52 0.41 4.20 0.23
H -3.822 -1.696 1.313 1.94 0.01 -4.31 0.23
H -2.277 -2.457 0.204 -1.48 1.19 -0.67 0.34
H 1.590 -2.664 -0.126 -0.47 1.67 0.65 0.26
H 3.870 -2.366 -0.658 -1.59 3.03 0.06 0.24
H 4.819 0.539 -0.664 -1.64 -1.53 1.40 0.29
H 2.923 2.035 0.414 1.14 0.13 -0.43 0.31
H 0.232 2.508 1.228 -0.28 -2.17 -2.47 0.19
H 0.555 2.821 -0.526 0.46 -2.31 0.99 0.29
H -1.515 2.350 -0.412 0.34 -2.92 -0.26 0.36
N -2.539 -0.273 -0.217 -4.12 -1.43 0.80 0.10
N -0.378 -0.798 0.686 -2.78 3.88 -3.86 -0.58
N -0.921 1.446 -0.430 -0.99 -0.59 1.03 -0.23
```
Forces are in eV/Å.

Summary:
maximum force	7.87	eV/A
HOMO level	-0.2715	Ha
Kohn-Sham gap	7.54	eV